Computed, not measured: 2 unconnected molecules or ions with the total composition C8H15F8N3O2PS in a non-equilibrium geometry, with ωB97M-V with the def2-TZVPD basis set.

Largest force on an atom in eV/Å: 4.8
Net charge: +1
Total energy in eV: -58956.798
HOMO energy in eV: -12.676
ΔE to the lowest compared entry with this formula, charge and spin in eV: 3.095
M in g/mol: 400.3

Last column: natural (NBO) charge in e.
Positions of all 38 atoms, in Å:
C 0.821 -0.441 2.808  -0.654
C -0.065 0.626 1.894  -0.104
O -1.482 0.318 2.175  -0.412
N -2.172 1.469 1.927  -0.336
C -3.584 1.141 2.453  0.775
N -3.922 1.749 3.812  -0.820
N -4.404 0.314 1.722  -0.811
P -6.042 -0.129 2.342  0.874
S -5.973 -0.875 4.177  -0.451
H 1.330 0.212 3.655  0.235
H 0.069 -1.219 3.268  0.238
H 1.672 -0.921 2.162  0.247
H 0.108 1.758 2.216  0.213
H 0.082 0.472 0.732  0.201
H -2.285 1.559 0.892  0.342
H -3.398 2.638 3.967  0.424
H -3.535 1.063 4.511  0.441
H -4.035 -0.045 0.792  0.472
H -6.910 1.023 2.237  0.056
H -6.497 -1.252 1.510  0.069
C 1.498 -1.228 -2.512  -0.142
C 1.961 -1.214 -3.976  0.594
C 3.341 -1.818 -4.218  0.516
F 4.316 -1.145 -3.566  -0.319
F 3.660 -1.762 -5.540  -0.317
F 1.883 0.055 -4.458  -0.310
F 1.047 -1.939 -4.695  -0.323
O 1.683 -0.011 -1.784  -0.519
C 2.974 0.163 -1.203  0.848
C 3.724 1.372 -1.777  0.501
F 3.910 1.253 -3.118  -0.309
F 4.961 1.489 -1.224  -0.314
F 3.673 -0.991 -1.308  -0.311
F 2.758 0.348 0.127  -0.331
H 0.410 -1.368 -2.531  0.222
H 1.874 -2.099 -1.960  0.214
H 3.375 -2.867 -3.914  0.147
H 3.174 2.299 -1.595  0.156



Computed, not measured: a single C4H7NO2 molecule, with ωB97M-V with the def2-TZVPD basis set.

Largest force on an atom in eV/Å: 0.5
Net charge: 0
Total energy in eV: -9845.817
HOMO energy in eV: -9.727
SMILES: NC(=O)[C@H]1C[C@H]1O
ΔE to the lowest compared entry with this formula, charge and spin in eV: 1.463
M in g/mol: 101.1

Last column: natural (NBO) charge in e.
Positions of all 14 atoms, in Å:
N -1.463 1.093 1.061  -0.826
C -1.363 -0.003 0.252  0.674
O -2.151 -0.921 0.281  -0.583
C -0.215 0.055 -0.717  -0.360
C 1.191 0.429 -0.321  -0.461
C 0.859 -0.980 -0.757  0.112
O 0.949 -1.982 0.201  -0.687
H -0.898 1.906 0.874  0.392
H -2.320 1.209 1.579  0.402
H -0.524 0.389 -1.704  0.239
H 1.787 1.109 -0.922  0.224
H 1.353 0.550 0.754  0.215
H 1.077 -1.361 -1.754  0.187
H 1.579 -1.670 0.857  0.471



Computed, not measured: a gas-phase ion, C5H11N2O (charge -1) in a non-equilibrium geometry, with ωB97M-V with the def2-TZVPD basis set.

Largest force on an atom in eV/Å: 1.4
Net charge: -1
Total energy in eV: -10390.138
HOMO energy in eV: -2.495
SMILES: [H]/N=C\NCCCC[O-]
ΔE to the lowest compared entry with this formula, charge and spin in eV: 0.400
M in g/mol: 115.2

Last column: natural (NBO) charge in e.
Positions of all 19 atoms, in Å:
H 3.571 0.258 -1.199  0.309
N 3.695 0.043 -0.209  -0.736
C 2.589 0.257 0.404  0.302
N 1.406 0.632 -0.172  -0.636
C 0.206 0.910 0.598  -0.221
C -1.021 0.948 -0.310  -0.403
C -1.438 -0.462 -0.739  -0.446
C -1.899 -1.484 0.378  0.031
O -2.493 -2.609 0.043  -0.921
H 2.468 -0.004 1.460  0.153
H 1.344 0.308 -1.124  0.386
H -0.010 0.106 1.330  0.203
H 0.421 1.819 1.171  0.171
H -1.758 1.487 0.293  0.200
H -0.814 1.564 -1.198  0.181
H -2.243 -0.385 -1.484  0.190
H -0.575 -0.927 -1.234  0.165
H -2.548 -0.827 1.122  0.024
H -0.902 -1.636 0.869  0.048



Computed, not measured: 2 unconnected molecules or ions with the total composition C20H24O6S in a non-equilibrium geometry, with ωB97M-V with the def2-TZVPD basis set.

Largest force on an atom in eV/Å: 4.3
Net charge: 0
Total energy in eV: -44244.176
HOMO energy in eV: -6.673
ΔE to the lowest compared entry with this formula, charge and spin in eV: 1.841
M in g/mol: 392.5

Last column: natural (NBO) charge in e.
Positions of all 51 atoms, in Å:
C 2.548 0.900 -2.188  -0.257
O 1.372 1.448 -1.520  -0.509
C 0.369 0.627 -1.257  0.493
C -0.955 0.894 -1.857  -0.076
C -1.720 -0.159 -2.364  -0.181
C -2.980 0.076 -2.897  -0.219
C -3.497 1.373 -2.992  0.012
C -4.917 1.544 -3.489  -0.637
C -2.685 2.438 -2.564  -0.222
C -1.421 2.216 -2.014  -0.165
H 3.160 1.766 -2.432  0.208
H 3.098 0.218 -1.528  0.223
H 2.270 0.372 -3.107  0.190
H 0.622 -0.419 -1.129  0.242
H -1.254 -1.146 -2.405  0.223
H -3.586 -0.768 -3.244  0.215
H -5.206 2.592 -3.641  0.220
H -5.097 1.011 -4.435  0.224
H -5.629 1.115 -2.766  0.228
H -3.047 3.466 -2.655  0.215
H -0.755 3.043 -1.760  0.225
C -2.341 -3.201 -0.796  -0.631
C -0.848 -3.368 -0.775  -0.073
O -0.329 -2.107 -0.243  -0.560
C 0.977 -2.189 0.118  0.718
C 1.509 -0.856 0.568  -0.405
O 2.755 -0.864 1.024  -0.555
C 3.120 -1.927 1.994  -0.273
S 0.319 0.105 1.508  2.088
C 1.235 0.986 2.775  -0.225
C 0.714 0.996 4.079  -0.202
C 1.423 1.631 5.096  -0.220
C 2.668 2.211 4.828  -0.190
C 3.204 2.140 3.536  -0.211
C 2.488 1.530 2.510  -0.204
O -0.332 0.997 0.525  -0.872
O -0.456 -0.826 2.305  -0.935
O 1.624 -3.217 0.039  -0.663
H -2.800 -4.008 -1.375  0.210
H -2.713 -3.254 0.235  0.221
H -2.626 -2.235 -1.223  0.214
H -0.529 -4.177 -0.112  0.211
H -0.414 -3.513 -1.775  0.176
H 4.008 -1.520 2.483  0.180
H 2.299 -2.087 2.706  0.181
H 3.312 -2.822 1.401  0.218
H -0.236 0.508 4.292  0.250
H 0.992 1.688 6.097  0.221
H 3.219 2.721 5.617  0.218
H 4.175 2.579 3.307  0.218
H 2.892 1.473 1.498  0.242



| no. | gap between HOMO and LUMO (eV) |
| --- | --- |
| 1 | 7.2 |
| 2 | 10.5 |
| 3 | 6.3 |
| 4 | 6.3 |